The molecule CH7N2PS2 at a distorted geometry. Source: the OMol25 dataset; level of theory: ωB97M-V/def2-TZVPD.

- LUMO (spin up / spin down) (eV) = 0.6 / -2.4
- total energy (Eh) = -1289.43382
- spin multiplicity = 3
- total charge = 0
- largest force on an atom (Eh/bohr) = 0.0858
- HOMO level (spin up / spin down) (eV) = -5.370 / -9.163
- ⟨S²⟩ = 2.007

Geometry as XYZ:
```
13
Properties=species:S:1:pos:R:3:forces:R:3
C -1.415 -1.692 -0.485 0.70 0.03 -1.87
N 1.254 0.715 1.385 -3.43 1.40 2.40
N 1.749 1.530 -0.909 0.34 -1.12 -0.23
P 1.348 0.070 -0.156 3.18 -1.24 -0.19
S -2.250 0.946 0.728 -0.33 -0.17 -0.21
S -1.177 0.085 -0.684 -2.21 -0.20 -0.04
H -2.376 -2.026 -0.277 -2.44 0.21 -0.51
H -0.986 -2.171 0.303 2.22 -0.24 3.02
H -0.970 -2.315 -1.269 -0.34 0.78 -0.64
H 0.269 1.099 1.724 2.51 -0.72 -1.27
H 1.488 0.122 2.164 0.52 -0.45 -0.12
H 1.980 1.417 -1.891 -0.43 0.53 0.10
H 1.085 2.219 -0.634 -0.28 1.17 -0.43
```
Positions in Å, forces in eV/Å.

Charges in e, computed with Mulliken, in the same order as the atoms: atom 1 (C): -1.06, atom 2 (N): -0.53, atom 3 (N): -0.51, atom 4 (P): 0.06, atom 5 (S): -0.20, atom 6 (S): 0.03, atom 7 (H): 0.41, atom 8 (H): 0.45, atom 9 (H): 0.36, atom 10 (H): 0.21, atom 11 (H): 0.28, atom 12 (H): 0.25, atom 13 (H): 0.27

=====

A cluster of 2 separate species, CH7N2S in total. Source: the OMol25 dataset; level of theory: ωB97M-V/def2-TZVPD.

- LUMO (eV) = 4.3
- total energy (Eh) = -550.02151
- spin multiplicity = 1
- total charge = -1
- largest force on an atom (Eh/bohr) = 0.0185
- HOMO level (eV) = -2.734

Geometry as XYZ:
```
11
Properties=species:S:1:pos:R:3:forces:R:3
N -0.967 -0.356 -0.282 -0.05 0.13 -0.80
C 0.013 0.296 0.562 -0.31 -0.02 0.58
N -0.445 1.508 1.239 0.58 0.29 0.34
H -1.454 -1.101 0.193 0.10 -0.11 0.00
H -0.511 -0.744 -1.133 -0.33 0.11 0.89
H 0.390 -0.363 1.363 -0.06 0.09 -0.25
H 0.864 0.557 -0.051 0.17 0.02 -0.13
H -0.688 2.270 0.625 -0.18 -0.21 -0.20
H -1.158 1.381 1.940 -0.17 -0.21 -0.20
S 1.574 -1.237 -2.011 0.25 -0.03 -0.15
H 2.383 -2.211 -2.446 0.00 -0.06 -0.08
```
Positions in Å, forces in eV/Å.

Charges in e, computed with Mulliken, in the same order as the atoms: atom 1 (N): -0.61, atom 2 (C): -0.27, atom 3 (N): -0.55, atom 4 (H): 0.20, atom 5 (H): 0.22, atom 6 (H): 0.24, atom 7 (H): 0.29, atom 8 (H): 0.21, atom 9 (H): 0.17, atom 10 (S): -0.85, atom 11 (H): -0.06

=====

A cluster of 2 separate species, CH7N2Si in total at a distorted geometry. Source: the OMol25 dataset; level of theory: ωB97M-V/def2-TZVPD.

- LUMO (eV) = -5.1
- total energy (Eh) = -440.97122
- spin multiplicity = 1
- total charge = +1
- largest force on an atom (Eh/bohr) = 0.1058
- HOMO level (eV) = -15.394

Geometry as XYZ:
```
11
Properties=species:S:1:pos:R:3:forces:R:3
C 0.845 -0.414 0.260 3.06 -0.69 -0.19
N 2.094 -0.050 -0.139 -1.39 2.32 -0.35
N -0.235 0.236 0.033 0.59 5.03 -2.00
Si -2.045 -0.107 0.019 1.53 -0.14 0.83
H 0.894 -1.399 0.764 -0.82 0.53 -0.20
H 2.963 -0.427 0.209 -0.36 -0.51 0.19
H 2.207 0.923 -0.535 -0.19 -1.61 0.52
H 0.049 1.587 -0.634 -0.88 -4.69 2.31
H -2.191 0.509 -1.233 -0.79 0.10 -1.44
H -1.872 -1.539 0.221 -0.62 -0.30 -0.10
H -2.709 0.683 1.035 -0.12 -0.03 0.42
```
Positions in Å, forces in eV/Å.

Charges in e, computed with Mulliken, in the same order as the atoms: atom 1 (C): 0.36, atom 2 (N): -0.36, atom 3 (N): -0.46, atom 4 (Si): 0.37, atom 5 (H): 0.31, atom 6 (H): 0.27, atom 7 (H): 0.20, atom 8 (H): 0.39, atom 9 (H): -0.02, atom 10 (H): -0.05, atom 11 (H): -0.01

=====

A structure of composition CH7N3O at a distorted geometry. Source: the OMol25 dataset; level of theory: ωB97M-V/def2-TZVPD.

- LUMO (eV) = 0.9
- total energy (Eh) = -281.60500
- spin multiplicity = 1
- total charge = 0
- largest force on an atom (Eh/bohr) = 0.0353
- HOMO level (eV) = -9.042

Geometry as XYZ:
```
12
Properties=species:S:1:pos:R:3:forces:R:3
N 2.040 0.001 -0.448 -0.38 -0.06 0.05
O 0.763 0.639 -0.521 -0.15 -0.47 0.74
H 0.012 0.331 -1.500 -1.28 -0.38 -0.11
H 2.458 0.357 0.409 -0.08 -0.03 -0.03
H 1.813 -0.984 -0.268 0.08 0.14 0.00
N -1.491 0.669 0.606 -0.40 0.04 -0.29
C -0.530 -0.193 0.140 1.67 0.00 0.71
N -0.148 -1.309 0.574 -0.11 0.42 -0.47
H -1.305 1.051 1.524 0.06 -0.15 -0.06
H -1.827 1.355 -0.053 0.18 -0.01 -0.02
H -0.869 -1.841 1.046 -0.06 0.17 0.07
H -0.916 -0.076 -1.509 0.47 0.32 -0.59
```
Positions in Å, forces in eV/Å.

Charges in e, computed with Mulliken, in the same order as the atoms: atom 1 (N): -0.44, atom 2 (O): -0.26, atom 3 (H): 0.27, atom 4 (H): 0.26, atom 5 (H): 0.31, atom 6 (N): -0.44, atom 7 (C): 0.24, atom 8 (N): -0.66, atom 9 (H): 0.23, atom 10 (H): 0.30, atom 11 (H): 0.23, atom 12 (H): -0.05

=====

A cluster of 2 separate species, CH7N3O in total at a distorted geometry. Source: the OMol25 dataset; level of theory: ωB97M-V/def2-TZVPD.

- LUMO (eV) = 1.0
- total energy (Eh) = -281.68526
- spin multiplicity = 1
- total charge = 0
- largest force on an atom (Eh/bohr) = 0.0460
- HOMO level (eV) = -8.007
- structure (SMILES) = C=NO.NN

Geometry as XYZ:
```
12
Properties=species:S:1:pos:R:3:forces:R:3
C -0.903 -1.250 0.918 -0.71 0.26 -0.58
N -1.838 -0.659 0.249 1.70 -1.02 1.29
N 1.360 -0.113 -1.031 -0.26 -1.09 -0.08
N 1.506 1.176 -0.400 0.04 1.12 0.10
O -1.874 0.690 0.618 -0.68 0.31 -0.55
H -2.632 1.025 0.101 0.52 -0.12 0.38
H 0.456 -0.179 -1.517 0.49 0.39 0.50
H 2.061 -0.238 -1.769 -0.26 0.61 0.41
H 0.635 1.460 0.065 0.32 -0.55 -0.47
H 2.202 1.135 0.353 -0.39 -0.51 -0.43
H -0.707 -2.321 0.762 -0.37 0.66 -0.16
H -0.267 -0.726 1.651 -0.41 -0.07 -0.41
```
Positions in Å, forces in eV/Å.

Charges in e, computed with Mulliken, in the same order as the atoms: atom 1 (C): -0.26, atom 2 (N): -0.33, atom 3 (N): -0.40, atom 4 (N): -0.52, atom 5 (O): -0.37, atom 6 (H): 0.37, atom 7 (H): 0.20, atom 8 (H): 0.24, atom 9 (H): 0.26, atom 10 (H): 0.23, atom 11 (H): 0.28, atom 12 (H): 0.31

=====

A cluster of 2 separate species, CH7N4O in total at a distorted geometry. Source: the OMol25 dataset; level of theory: ωB97M-V/def2-TZVPD.

- LUMO (eV) = -4.2
- total energy (Eh) = -336.17565
- spin multiplicity = 1
- total charge = +1
- largest force on an atom (Eh/bohr) = 0.0975
- HOMO level (eV) = -13.655

Geometry as XYZ:
```
13
Properties=species:S:1:pos:R:3:forces:R:3
C 0.564 0.170 -1.554 0.50 1.34 0.76
N 0.658 1.206 -0.730 1.36 0.06 1.66
N -0.032 -0.945 -1.317 -1.98 0.50 4.58
N -1.096 -1.653 2.044 -0.62 1.70 0.84
N 0.227 1.059 0.643 -2.02 3.35 -2.71
O -1.455 -0.755 1.310 0.08 -1.33 0.46
H -1.286 -1.292 3.064 0.21 -0.83 -1.16
H 1.126 0.263 -2.433 0.34 0.26 -1.50
H 1.223 2.104 -0.918 -1.04 -2.41 -0.16
H -0.261 -1.647 -1.924 0.22 -1.67 -2.66
H -0.635 -1.109 -0.439 1.22 1.01 -1.02
H 0.222 2.028 0.958 -0.56 -0.32 0.30
H 0.746 0.570 1.296 2.29 -1.66 0.62
```
Positions in Å, forces in eV/Å.

Charges in e, computed with Mulliken, in the same order as the atoms: atom 1 (C): 0.10, atom 2 (N): -0.08, atom 3 (N): -0.22, atom 4 (N): -0.02, atom 5 (N): -0.44, atom 6 (O): -0.29, atom 7 (H): 0.27, atom 8 (H): 0.38, atom 9 (H): 0.29, atom 10 (H): 0.25, atom 11 (H): 0.24, atom 12 (H): 0.26, atom 13 (H): 0.25

=====

- spin multiplicity of number 2 (CH7N2S)?
  1

=====

Please write out number 5 again, unchanged.
A cluster of 2 separate species, CH7N3O in total at a distorted geometry. Source: the OMol25 dataset; level of theory: ωB97M-V/def2-TZVPD.

- LUMO (eV) = 1.0
- total energy (Eh) = -281.68526
- spin multiplicity = 1
- total charge = 0
- largest force on an atom (Eh/bohr) = 0.0460
- HOMO level (eV) = -8.007
- structure (SMILES) = C=NO.NN

Geometry as XYZ:
```
12
Properties=species:S:1:pos:R:3:forces:R:3
C -0.903 -1.250 0.918 -0.71 0.26 -0.58
N -1.838 -0.659 0.249 1.70 -1.02 1.29
N 1.360 -0.113 -1.031 -0.26 -1.09 -0.08
N 1.506 1.176 -0.400 0.04 1.12 0.10
O -1.874 0.690 0.618 -0.68 0.31 -0.55
H -2.632 1.025 0.101 0.52 -0.12 0.38
H 0.456 -0.179 -1.517 0.49 0.39 0.50
H 2.061 -0.238 -1.769 -0.26 0.61 0.41
H 0.635 1.460 0.065 0.32 -0.55 -0.47
H 2.202 1.135 0.353 -0.39 -0.51 -0.43
H -0.707 -2.321 0.762 -0.37 0.66 -0.16
H -0.267 -0.726 1.651 -0.41 -0.07 -0.41
```
Positions in Å, forces in eV/Å.

Charges in e, computed with Mulliken, in the same order as the atoms: atom 1 (C): -0.26, atom 2 (N): -0.33, atom 3 (N): -0.40, atom 4 (N): -0.52, atom 5 (O): -0.37, atom 6 (H): 0.37, atom 7 (H): 0.20, atom 8 (H): 0.24, atom 9 (H): 0.26, atom 10 (H): 0.23, atom 11 (H): 0.28, atom 12 (H): 0.31